Record 1
This record from OMol25 describes a structure of composition C30H49N9O3SSbSr at a distorted geometry. The level of theory is wB97M-V/def2-TZVPD.

Properties
2S+1: 1
Total charge: +1
HOMO level: -0.3560 hartree
LUMO: -2.96 eV
Energy relative to the best compared isomer or geometry (same formula, charge and spin): 0.0 kJ/mol

XYZ file:
```
94
C30H49N9O3SSbSr | OMol25 | wB97M-V/def2-TZVPD
Sr 0.465 -0.228 -0.569
N -1.687 0.785 -1.338
C -3.058 0.810 -0.779
C -3.107 1.397 0.621
N -2.355 0.697 1.666
C -2.362 1.554 2.869
C -1.403 1.109 3.968
N -0.002 1.107 3.601
C -2.952 -0.589 2.008
C -2.524 -1.815 1.213
N -1.067 -1.890 1.001
H -1.627 1.347 -2.180
H -1.527 -0.163 -1.673
H -3.478 -0.194 -0.809
H -3.696 1.422 -1.423
H -4.176 1.471 0.903
H -2.732 2.422 0.576
H -3.383 1.627 3.277
H -2.073 2.554 2.547
H -1.662 0.115 4.346
H -1.546 1.783 4.816
H 0.278 2.061 3.376
H 0.099 0.593 2.723
H -4.055 -0.530 1.975
H -2.704 -0.790 3.051
H -3.002 -1.880 0.237
H -2.883 -2.680 1.784
H -0.896 -2.817 0.613
H -0.559 -1.916 1.887
C -4.529 -4.586 -1.092
C -3.867 -3.533 -1.919
C -4.570 -2.803 -2.883
C -3.916 -1.829 -3.609
C -2.567 -1.580 -3.372
C -1.970 -2.349 -2.395
N -2.573 -3.304 -1.699
Sb 0.209 -2.630 -2.404
C 0.719 -0.647 -3.423
C 0.966 -0.789 -4.767
C 1.354 0.326 -5.502
C 1.491 1.531 -4.861
C 1.246 1.629 -3.488
C 1.368 2.935 -2.792
N 0.850 0.559 -2.786
C 1.844 -2.258 -0.923
C 2.952 -1.639 -1.521
C 4.178 -1.838 -0.904
C 4.256 -2.613 0.233
C 3.099 -3.199 0.740
C 3.130 -4.066 1.957
N 1.915 -3.024 0.155
H -3.779 -5.257 -0.677
H -5.246 -5.161 -1.676
H -5.077 -4.131 -0.264
H -5.614 -3.014 -3.060
H -4.446 -1.261 -4.364
H -2.038 -0.816 -3.931
H 0.881 -1.749 -5.264
H 1.552 0.244 -6.561
H 1.793 2.418 -5.400
H 1.879 3.665 -3.418
H 1.894 2.797 -1.850
H 0.370 3.323 -2.571
H 2.903 -1.060 -2.436
H 5.063 -1.390 -1.334
H 5.198 -2.795 0.729
H 3.430 -5.079 1.682
H 2.147 -4.103 2.416
H 3.847 -3.695 2.685
C 3.111 0.108 4.079
C 2.623 -0.078 2.673
N 1.752 -0.943 2.307
O 1.110 -1.648 3.337
C 3.119 0.816 1.606
C 4.447 1.496 1.694
N 2.308 0.985 0.607
O 2.658 1.745 -0.390
H 2.346 0.618 4.667
H 4.002 0.723 4.104
H 3.336 -0.846 4.552
H 1.009 -1.027 4.077
H 5.194 0.864 2.170
H 4.408 2.428 2.262
H 4.782 1.748 0.690
C 1.697 4.801 0.420
S 0.190 3.898 0.709
C -0.975 5.032 -0.046
O -0.101 4.010 2.181
H 1.664 5.682 1.061
H 1.773 5.078 -0.626
H 2.528 4.149 0.671
H -0.750 5.187 -1.097
H -0.927 5.976 0.499
H -1.969 4.607 0.052
```

Record 2
This record from OMol25 describes a structure of composition C30H50AuP2Se at a distorted geometry. The level of theory is wB97M-V/def2-TZVPD.

Properties
⟨S²⟩: 2.01
2S+1: 3
Total charge: +1
HOMO level (alpha / beta): -0.3104 / -0.3017 hartree
LUMO (alpha / beta): -2.27 / -5.45 eV
Energy relative to the best compared isomer or geometry (same formula, charge and spin): 78.4 kJ/mol

XYZ file:
```
84
C30H50AuP2Se | OMol25 | wB97M-V/def2-TZVPD
Au 0.956 -0.248 -0.809
C -2.488 1.640 0.265
C -2.845 0.728 -0.768
C -2.700 -0.449 1.201
C -2.414 0.913 1.479
C -3.005 -0.562 -0.180
C -2.323 3.095 0.086
H -1.923 3.336 -0.907
H -1.634 3.509 0.828
H -3.283 3.625 0.194
C -2.169 1.462 2.830
H -2.060 2.553 2.804
H -1.252 1.025 3.265
H -3.004 1.222 3.509
C -2.736 -1.539 2.198
H -3.717 -1.594 2.700
H -1.953 -1.393 2.956
H -2.557 -2.506 1.714
C -3.491 -1.766 -0.883
H -4.587 -1.750 -0.995
H -3.238 -2.675 -0.327
H -3.058 -1.847 -1.888
C -3.079 1.091 -2.178
H -4.031 1.636 -2.312
H -3.126 0.201 -2.819
H -2.272 1.735 -2.563
C 1.600 0.508 -3.223
C 0.488 1.291 -3.317
C -0.258 1.498 -4.595
C -1.177 0.327 -5.074
C -1.142 -0.941 -4.257
C -0.062 -1.722 -4.197
C 1.212 -1.419 -4.943
C 2.122 -0.309 -4.389
H 0.446 1.732 -5.409
H -0.899 0.098 -6.115
H -0.896 2.385 -4.462
H 2.372 0.384 -5.211
H 2.382 0.619 -2.450
H 0.094 1.818 -2.452
H 3.076 -0.763 -4.070
H 1.800 -2.348 -4.972
H -0.101 -2.721 -3.748
H 0.973 -1.175 -5.992
H -2.213 0.697 -5.099
H -2.106 -1.262 -3.841
P 1.895 1.710 0.437
C 1.186 2.533 1.903
H 1.848 3.323 2.285
H 1.042 1.794 2.706
H 0.220 2.987 1.662
C 3.637 1.484 0.932
H 4.090 2.432 1.248
H 4.213 1.088 0.090
H 3.686 0.775 1.765
C 1.928 3.070 -0.769
H 2.200 2.678 -1.752
H 2.633 3.861 -0.492
H 0.922 3.499 -0.842
P 1.207 -2.598 -0.482
C -0.305 -3.319 -1.160
H -0.118 -4.278 -1.654
H -0.738 -2.615 -1.877
H -1.027 -3.464 -0.349
C 2.607 -3.095 -1.516
H 2.359 -2.989 -2.577
H 2.899 -4.130 -1.308
H 3.456 -2.440 -1.291
C 1.454 -3.499 1.076
H 1.705 -4.552 0.879
H 0.544 -3.460 1.685
H 2.264 -3.041 1.654
Se 1.065 -0.742 3.299
C 1.175 -0.268 5.069
C 0.078 -0.501 5.948
C 0.111 -0.023 7.252
C 1.239 0.664 7.730
C 2.343 0.860 6.887
C 2.325 0.389 5.582
H -0.786 -1.041 5.563
H -0.746 -0.188 7.904
H 1.258 1.040 8.757
H 3.230 1.385 7.257
H 3.175 0.535 4.915
```

Record 3
This record from OMol25 describes a cluster of 7 separate species, C30H50BF9N7O2P in total at a distorted geometry. The level of theory is wB97M-V/def2-TZVPD.

Properties
2S+1: 1
Structure (SMILES): N=P(O)(O)BCCC(F)(F)C(F)(F)C(F)(F)C(F)(F)F.CCCC#N.CCCC#N.CCCC#N.CCCC#N.CCCC#N.CCCC#N
HOMO level: -0.2951 hartree
LUMO: -0.57 eV
Energy relative to the best compared isomer or geometry (same formula, charge and spin): 1045.4 kJ/mol

XYZ file:
```
100
C30H50BF9N7O2P | OMol25 | wB97M-V/def2-TZVPD
N 1.992 2.139 -0.470
P 0.456 1.794 -0.067
O -0.404 1.515 -1.582
O 0.446 0.233 0.770
B -0.382 3.184 0.997
C -1.746 3.973 0.434
C -3.049 3.136 1.049
C -4.498 3.769 0.611
F -4.244 5.236 0.352
F -5.511 3.760 1.732
C -5.126 3.172 -0.780
F -6.536 3.704 -0.876
F -4.414 3.762 -1.969
C -5.240 1.539 -0.851
F -6.149 1.239 -2.021
F -3.938 0.860 -1.209
C -5.959 0.839 0.454
F -5.142 0.844 1.689
F -7.367 1.343 0.666
F -6.137 -0.616 0.086
H 2.016 2.137 -1.536
H -1.337 1.877 -1.378
H 0.002 -0.468 0.159
H 0.104 3.405 2.049
H -1.761 5.043 0.952
H -1.739 4.024 -0.737
H -2.926 1.989 0.853
H -2.964 3.274 2.231
C 2.286 -3.312 2.048
C 1.314 -4.463 1.804
C 0.443 -4.253 0.564
C -0.389 -2.992 0.729
N -1.080 -1.946 0.865
H 1.759 -2.371 2.236
H 2.906 -3.518 2.926
H 2.949 -3.170 1.187
H 0.678 -4.583 2.690
H 1.884 -5.391 1.689
H -0.225 -5.110 0.426
H 1.066 -4.160 -0.332
C -0.240 0.902 -6.824
C -0.520 -0.496 -6.281
C -0.869 -0.498 -4.792
C 0.293 0.068 -3.991
N 1.257 0.537 -3.327
H 0.628 1.358 -6.336
H -0.024 0.857 -7.896
H -1.104 1.560 -6.677
H 0.359 -1.127 -6.458
H -1.350 -0.936 -6.844
H -1.074 -1.519 -4.455
H -1.763 0.107 -4.605
C 0.660 -7.913 -0.754
C 0.380 -9.312 -0.212
C 0.031 -9.313 1.277
C 1.193 -8.748 2.078
N 2.157 -8.279 2.742
H 1.528 -7.457 -0.267
H 0.876 -7.958 -1.826
H -0.204 -7.255 -0.607
H 1.259 -9.943 -0.389
H -0.450 -9.751 -0.775
H -0.174 -10.335 1.614
H -0.863 -8.708 1.464
C 0.908 6.967 -2.317
C 0.655 7.823 -1.080
C 1.652 7.550 0.047
C 1.551 6.097 0.482
N 1.467 4.891 0.842
H 0.793 5.900 -2.100
H 0.190 7.216 -3.105
H 1.917 7.133 -2.709
H -0.367 7.641 -0.725
H 0.713 8.880 -1.361
H 1.438 8.197 0.904
H 2.675 7.756 -0.286
C 7.313 3.454 -1.417
C 6.013 3.200 -0.661
C 4.769 3.503 -1.497
C 4.769 4.967 -1.907
N 4.770 6.181 -2.247
H 7.419 4.506 -1.698
H 8.173 3.197 -0.791
H 7.361 2.847 -2.329
H 6.007 3.813 0.249
H 5.985 2.152 -0.343
H 3.865 3.293 -0.916
H 4.748 2.877 -2.396
C -1.524 -5.333 6.251
C -1.963 -3.981 6.805
C -1.955 -2.874 5.748
C -0.548 -2.697 5.201
N 0.619 -2.550 4.747
H -0.492 -5.305 5.888
H -1.573 -6.097 7.033
H -2.172 -5.647 5.425
H -1.302 -3.706 7.636
H -2.974 -4.076 7.215
H -2.290 -1.930 6.191
H -2.634 -3.123 4.925
```

Record 4
This record from OMol25 describes a structure of composition C30H50BrN3P2SSn at a distorted geometry. The level of theory is wB97M-V/def2-TZVPD.

Properties
2S+1: 1
Total charge: +4
HOMO level (alpha / beta): -0.6721 / -0.6709 hartree
LUMO (alpha / beta): -12.85 / -12.86 eV
Energy relative to the best compared isomer or geometry (same formula, charge and spin): 0.0 kJ/mol

XYZ file:
```
88
C30H50BrN3P2SSn | OMol25 | wB97M-V/def2-TZVPD
C -0.580 7.329 -4.552
C -0.742 5.959 -4.819
C -1.067 5.547 -6.125
C -1.220 6.532 -7.114
N -1.063 7.824 -6.838
C -0.753 8.236 -5.611
C -0.613 4.993 -3.767
C -0.566 4.134 -2.901
C -0.534 3.134 -1.900
C 0.493 3.182 -0.935
C 0.482 2.276 0.125
C -0.491 1.274 0.143
C -1.522 1.201 -0.797
C -1.536 2.136 -1.838
Sn -0.142 -0.173 1.749
P 1.999 -1.136 0.841
H -1.221 4.497 -6.378
H -0.346 7.697 -3.553
H -1.476 6.249 -8.140
H -0.638 9.312 -5.444
H -2.321 2.110 -2.600
H 1.273 3.943 -1.001
H -2.313 0.455 -0.705
H 1.216 2.384 0.929
C 2.541 -2.757 1.481
C 3.424 -3.571 0.519
H 1.632 -3.329 1.723
H 3.066 -2.610 2.440
H 3.704 -4.532 0.973
H 2.889 -3.799 -0.412
H 4.360 -3.052 0.266
C 1.807 -1.308 -1.000
C 2.821 -0.582 -1.893
H 0.806 -0.907 -1.230
H 1.763 -2.380 -1.260
H 2.554 -0.750 -2.948
H 2.790 0.504 -1.721
H 3.854 -0.937 -1.761
C 3.375 0.056 1.097
C 4.778 -0.534 0.969
H 3.244 0.491 2.101
H 3.248 0.893 0.392
H 5.519 0.262 1.114
H 4.962 -1.301 1.731
H 4.966 -0.972 -0.018
Br -1.270 -2.294 2.688
P -2.610 -3.444 -2.553
C -0.762 -3.537 -2.471
C -0.324 -4.990 -2.657
H -0.432 -3.131 -1.503
H -0.358 -2.895 -3.268
H 0.740 -5.048 -2.906
H -0.493 -5.573 -1.745
H -0.889 -5.464 -3.470
C -3.026 -3.217 -0.764
C -4.441 -3.729 -0.504
H -2.912 -2.158 -0.492
H -2.289 -3.789 -0.181
H -4.602 -3.883 0.568
H -5.196 -3.021 -0.861
H -4.607 -4.687 -1.011
C -2.862 -1.740 -3.244
C -3.092 -1.818 -4.755
H -1.996 -1.111 -2.992
H -3.746 -1.330 -2.735
H -3.523 -0.883 -5.126
H -2.157 -1.995 -5.294
H -3.785 -2.629 -5.003
C 2.375 0.294 5.074
N 1.163 0.349 5.890
C 1.371 0.397 7.334
C 0.002 0.639 5.270
S 0.083 1.411 3.689
N -1.192 0.275 5.777
C -1.343 -0.473 7.030
C -2.387 0.358 4.926
H 3.187 -0.066 5.717
H 2.640 1.277 4.666
H 2.240 -0.406 4.236
H 0.593 0.958 7.862
H 1.462 -0.632 7.718
H 2.322 0.894 7.536
H -1.308 0.205 7.913
H -2.336 -0.926 7.012
H -0.592 -1.276 7.134
H -2.493 1.374 4.517
H -2.319 -0.374 4.097
H -3.256 0.111 5.549
```

Record 5
This record from OMol25 describes a cluster of 2 separate species, C30H50ClFIN4O3 in total at a distorted geometry. The level of theory is wB97M-V/def2-TZVPD.

Properties
2S+1: 1
Total charge: +1
HOMO level: -0.3592 hartree
LUMO: -2.88 eV

XYZ file:
```
90
C30H50ClFIN4O3 | OMol25 | wB97M-V/def2-TZVPD
C -1.095 -3.965 1.733
C -1.163 -3.148 0.839
C -0.931 -1.969 -0.083
C 0.509 -1.884 -0.656
C 0.442 -0.539 -1.491
O 1.737 -0.014 -1.757
C 1.557 1.180 -2.520
O 1.553 0.808 -3.883
C 2.574 1.429 -4.667
C 3.256 0.274 -5.490
O 3.708 0.733 -6.745
N 1.657 -1.836 0.254
C 1.468 -1.288 1.607
C 1.456 0.262 1.566
C 2.568 0.984 1.059
C 2.603 2.373 0.971
C 1.489 3.139 1.394
C 0.396 2.445 1.921
C 0.362 1.030 2.022
C -0.910 0.424 2.644
C 2.231 -3.092 0.123
N 3.385 -3.546 0.515
C 4.345 -2.707 1.256
C 5.671 -3.546 1.359
C 5.424 -4.655 2.458
I 5.695 -6.661 1.664
N 1.428 -3.993 -0.624
C 0.801 -3.092 -1.622
Cl 2.200 -2.840 -2.773
C -0.381 -3.822 -2.292
C -1.193 -2.992 -3.331
C -0.453 -2.719 -4.672
F -1.433 -2.429 -5.622
H -1.232 -4.535 2.645
H -1.125 -1.048 0.502
H -1.720 -2.005 -0.852
H -0.073 0.193 -0.825
H -0.098 -0.665 -2.447
H 0.558 1.629 -2.311
H 2.305 1.944 -2.249
H 3.378 1.905 -4.082
H 2.101 2.090 -5.417
H 2.511 -0.547 -5.536
H 4.081 -0.104 -4.837
H 4.044 -0.021 -7.246
H 2.292 -1.544 2.300
H 0.538 -1.600 2.110
H 3.447 0.434 0.691
H 3.509 2.849 0.568
H 1.531 4.230 1.304
H -0.469 3.044 2.246
H -1.704 0.236 1.899
H -1.303 1.183 3.351
H -0.720 -0.482 3.248
H 3.589 -4.513 0.263
H 4.526 -1.726 0.785
H 3.983 -2.624 2.299
H 6.536 -2.921 1.628
H 5.817 -4.108 0.417
H 6.119 -4.562 3.310
H 4.396 -4.629 2.859
H 0.807 -4.615 -0.113
H -1.093 -4.268 -1.571
H 0.062 -4.677 -2.846
H -1.589 -2.032 -2.958
H -2.083 -3.604 -3.596
H 0.163 -1.807 -4.528
H 0.206 -3.551 -4.985
C -3.695 2.712 0.361
C -4.529 3.881 0.864
N -5.368 3.546 1.999
C -6.358 4.571 2.305
C -5.851 5.942 2.761
C -4.685 2.973 3.147
C -3.564 3.793 3.797
H -4.326 1.854 0.119
H -3.161 3.002 -0.546
H -2.947 2.400 1.094
H -5.169 4.203 0.038
H -3.855 4.722 1.085
H -7.051 4.184 3.057
H -6.971 4.718 1.410
H -5.496 5.921 3.790
H -6.668 6.666 2.723
H -5.053 6.324 2.122
H -4.267 2.007 2.847
H -5.424 2.718 3.911
H -2.895 4.243 3.061
H -2.956 3.143 4.432
H -3.956 4.581 4.437
```

Calculated total energy across the listed records, respectively: -69658.7681, -119528.6316, -80858.2066, -141637.3530, -67354.4413 eV.